{"formula": "C31H62N6O3PSSi", "method": "ωB97M-V with the def2-TZVPD basis set", "elements": ["C", "C", "C", "C", "Si", "C", "C", "C", "C", "C", "O", "C", "C", "P", "S", "N", "O", "C", "C", "C", "N", "N", "C", "C", "C", "C", "O", "C", "H", "H", "H", "H", "H", "H", "H", "H", "H", "H", "H", "H", "H", "H", "H", "H", "H", "H", "H", "H", "H", "H", "H", "H", "H", "H", "H", "H", "H", "H", "H", "H", "H", "H", "H", "H", "H", "H", "H", "H", "H", "C", "C", "C", "C", "N", "H", "H", "H", "H", "H", "H", "H", "C", "C", "C", "C", "N", "H", "H", "H", "H", "H", "H", "H", "C", "C", "C", "C", "N", "H", "H", "H", "H", "H", "H", "H"], "positions_angstrom": [[0.5973, 4.4412, 2.8609], [0.6310, 3.2389, 2.0994], [0.2231, 3.1742, 0.5259], [1.5427, 3.2031, -0.3851], [1.4180, 4.6733, -1.6453], [3.1682, 5.2708, -2.2638], [0.2091, 4.3105, -3.1138], [0.6839, 6.2812, -0.8208], [1.9985, 1.7968, -0.9972], [3.1666, 1.1368, -0.0724], [2.8913, 1.2678, 1.3437], [4.1046, 0.8646, 2.0656], [4.8721, 2.1499, 2.6969], [2.7798, 1.8608, -2.7475], [3.3906, 0.0186, -3.1439], [0.9342, 0.7502, -1.0924], [0.1530, 1.0801, -2.1829], [-0.9744, 0.1793, -2.3447], [-1.2633, 0.0889, -3.9412], [0.0445, 0.7535, 0.1211], [-0.0500, -0.3809, 0.8523], [-0.6670, 1.9783, 0.3634], [-1.6995, 1.8512, 1.4315], [-3.0449, 1.1102, 0.8785], [-4.0317, 2.3170, 0.4092], [-4.9735, 1.9328, -0.8342], [-5.0131, 3.0043, -1.8323], [-3.8236, 2.9844, -2.6553], [0.8193, 5.4573, 2.4004], [0.3928, 4.3239, 3.9842], [0.9689, 2.2931, 2.6544], [-0.4634, 4.0931, 0.3836], [2.3952, 3.5310, 0.3281], [3.9865, 4.6382, -1.7811], [3.1573, 5.1634, -3.4162], [3.3145, 6.4016, -2.0828], [-0.4181, 5.2481, -3.3608], [-0.5507, 3.4820, -2.8465], [0.7728, 4.0701, -4.0935], [1.0452, 6.4217, 0.2547], [-0.4609, 6.1266, -0.8616], [0.9057, 7.1641, -1.5060], [3.2826, 0.0074, -0.2796], [4.1275, 1.7189, -0.3193], [3.8898, 0.1035, 2.8909], [4.8844, 0.3683, 1.3611], [4.7699, 3.0319, 1.9805], [5.9867, 1.8834, 2.7831], [4.4297, 2.4191, 3.7222], [1.8481, 2.1749, -3.7822], [3.9854, 2.6576, -2.7825], [-0.7884, -0.8859, -1.9824], [-1.9024, 0.6766, -1.8977], [-2.3579, -0.2581, -4.0451], [-1.2076, 1.1214, -4.4454], [-0.6034, -0.6899, -4.4596], [0.6847, -0.7157, 1.5034], [-0.8886, -0.9810, 0.6784], [-1.3009, 1.2738, 2.3450], [-2.0730, 2.8725, 1.8164], [-2.8267, 0.3633, 0.0450], [-3.5253, 0.5304, 1.7508], [-4.6699, 2.5864, 1.3279], [-3.4203, 3.2501, 0.1221], [-6.0513, 1.8861, -0.4237], [-4.6472, 0.9422, -1.3006], [-3.0269, 3.6326, -2.1563], [-3.4289, 1.9091, -2.7840], [-4.0295, 3.3952, -3.7061], [-5.9025, -2.8663, 1.6863], [-5.2228, -2.5042, 0.3731], [-3.8376, -3.1356, 0.2213], [-2.8853, -2.6352, 1.2177], [-2.1397, -2.2465, 2.0079], [-5.3410, -2.4916, 2.5461], [-6.9023, -2.4257, 1.7270], [-6.0061, -3.9491, 1.7882], [-5.1518, -1.4140, 0.2914], [-5.8543, -2.8447, -0.4532], [-3.4533, -2.9124, -0.7795], [-3.9132, -4.2246, 0.2956], [-1.8366, -8.1010, 0.7104], [-3.0477, -9.0109, 0.8690], [-4.3591, -8.3452, 0.4488], [-4.7065, -7.2075, 1.3064], [-4.9752, -6.3098, 1.9777], [-1.9084, -7.2208, 1.3545], [-0.9242, -8.6374, 0.9841], [-1.7318, -7.7631, -0.3245], [-3.1123, -9.3469, 1.9086], [-2.8969, -9.9036, 0.2544], [-5.1643, -9.0845, 0.4982], [-4.2944, -8.0175, -0.5931], [5.9449, -2.9661, 2.4615], [6.6005, -3.4612, 1.1788], [7.7340, -2.5557, 0.6946], [7.2573, -1.2236, 0.3096], [6.8821, -0.1750, 0.0134], [5.4679, -1.9928, 2.3189], [5.1722, -3.6688, 2.7850], [6.6777, -2.8756, 3.2679], [5.8383, -3.5599, 0.3992], [7.0053, -4.4620, 1.3573], [8.2164, -3.0225, -0.1696], [8.4979, -2.4653, 1.4724]], "homo_ev": -10.44, "total_charge": 1, "homo_lumo_gap_ev": 5.77}



{"formula": "C31H63B2N3O7", "method": "ωB97M-V with the def2-TZVPD basis set", "elements": ["C", "C", "C", "C", "C", "C", "C", "C", "C", "C", "B", "O", "O", "C", "C", "C", "C", "C", "C", "C", "O", "O", "C", "C", "N", "C", "C", "C", "C", "N", "B", "C", "O", "N", "C", "O", "O", "H", "H", "H", "H", "H", "H", "H", "H", "H", "H", "H", "H", "H", "H", "H", "H", "H", "H", "H", "H", "H", "H", "H", "H", "H", "H", "H", "H", "H", "H", "H", "H", "H", "H", "H", "H", "H", "H", "H", "H", "H", "H", "H", "H", "H", "H", "H", "H", "H", "C", "C", "C", "C", "C", "C", "H", "H", "H", "H", "H", "H", "H", "H", "H", "H", "H", "H", "H", "H"], "positions_angstrom": [[4.7204, -1.8283, 0.7870], [5.1065, -1.3416, -0.6083], [3.9395, -1.3914, -1.5935], [3.4335, -2.8167, -1.8326], [2.5305, -2.9259, -3.0643], [1.1450, -2.3152, -2.8110], [0.0721, -3.3591, -2.4849], [-1.3415, -2.7598, -2.4227], [-1.8686, -2.7444, -0.9890], [-1.0141, -1.8535, -0.0486], [-1.3071, -2.4202, 1.3988], [-2.0790, -1.8189, 2.3541], [-0.7855, -3.6837, 1.6648], [0.3638, -3.7406, 2.5119], [1.2503, -4.9034, 2.0920], [-1.2398, -0.3930, -0.4884], [-0.3280, 0.6766, 0.1152], [-0.0427, 0.6593, 1.6220], [1.3478, 0.1058, 1.9176], [1.7500, 0.0563, 3.3748], [2.8337, -0.3084, 3.7492], [0.7770, 0.4827, 4.2372], [0.3023, -0.5306, 5.1409], [-1.1111, -0.1832, 5.5494], [-2.6742, -0.0078, -0.5510], [-3.3388, 0.3370, 0.7277], [-4.1187, 1.6646, 0.7112], [-3.4018, 2.8117, -0.0159], [-3.4183, -0.9921, -1.2382], [-4.2095, -0.5652, -2.1796], [-4.3286, 0.8488, -2.6680], [-5.7086, 1.5662, -2.5549], [-3.2154, 1.3944, -3.2352], [-3.2875, -2.2880, -0.9047], [-4.3216, -3.2677, -1.4684], [-3.8471, -4.3439, -1.7880], [-5.4698, -2.7858, -1.4834], [3.7321, -1.4610, 1.0684], [5.4359, -1.4959, 1.5362], [4.6865, -2.9176, 0.8289], [5.4744, -0.3158, -0.5511], [5.9171, -1.9567, -1.0070], [4.2376, -0.9485, -2.5462], [3.1293, -0.7946, -1.1625], [2.8218, -3.1004, -0.9695], [4.2839, -3.4947, -1.9221], [2.9972, -2.4027, -3.9009], [2.4002, -3.9732, -3.3404], [0.8043, -1.7792, -3.6994], [1.1892, -1.6056, -1.9805], [0.1157, -4.1549, -3.2285], [0.3039, -3.8217, -1.5196], [-2.0261, -3.3701, -3.0070], [-1.3404, -1.7626, -2.8694], [-1.8499, -3.7662, -0.6211], [0.0284, -2.1013, -0.2699], [-2.4183, -2.4678, 2.9804], [0.0410, -3.8817, 3.5464], [0.9313, -2.8078, 2.4432], [2.0117, -4.5974, 1.3773], [0.6205, -5.6368, 1.5882], [1.7022, -5.3970, 2.9486], [-0.9559, -0.3725, -1.5435], [-0.7299, 1.6457, -0.1777], [0.6258, 0.6009, -0.4136], [-0.0585, 1.6831, 2.0023], [-0.7834, 0.1197, 2.2014], [2.0953, 0.7367, 1.4288], [1.4776, -0.8972, 1.5042], [0.3157, -1.5016, 4.6424], [0.9531, -0.5812, 6.0134], [-1.1301, 0.6462, 6.2535], [-1.5760, -1.0465, 6.0253], [-1.7053, 0.0879, 4.6781], [-2.6192, 0.3578, 1.5333], [-4.0417, -0.4577, 0.9892], [-4.2230, 1.9390, 1.7625], [-5.1317, 1.5089, 0.3475], [-2.5949, 2.4640, -0.6515], [-4.0989, 3.3651, -0.6471], [-3.0336, 3.5315, 0.7128], [-4.8147, -1.2787, -2.5885], [-6.4878, 0.9477, -3.0096], [-5.7194, 2.5466, -3.0268], [-5.9883, 1.6561, -1.5068], [-3.4215, 1.9033, -4.0236], [-0.2906, 4.9063, 0.0297], [0.6133, 4.3184, -1.0501], [1.8490, 3.6175, -0.4868], [2.8003, 4.5178, 0.3029], [3.3370, 5.7184, -0.4743], [4.1620, 5.3310, -1.6978], [0.2165, 5.6751, 0.6140], [-1.1785, 5.3601, -0.4126], [-0.6206, 4.1204, 0.7140], [0.9097, 5.1025, -1.7518], [0.0406, 3.5909, -1.6338], [2.3928, 3.1412, -1.3079], [1.5216, 2.8031, 0.1677], [3.6447, 3.9123, 0.6476], [2.3000, 4.8743, 1.2076], [3.9582, 6.3144, 0.1989], [2.5120, 6.3681, -0.7794], [5.0124, 4.7085, -1.4114], [4.5519, 6.2159, -2.2021], [3.5693, 4.7753, -2.4262]], "homo_ev": -8.89, "total_charge": 0, "homo_lumo_gap_ev": 9.01}



{"formula": "C31H63Br2N11O15", "method": "ωB97M-V with the def2-TZVPD basis set", "elements": ["C", "C", "Br", "C", "Br", "C", "C", "C", "C", "O", "O", "O", "C", "O", "C", "C", "O", "C", "N", "H", "H", "H", "H", "H", "H", "H", "H", "H", "H", "H", "H", "H", "O", "C", "N", "C", "H", "H", "H", "H", "H", "O", "C", "N", "C", "H", "H", "H", "H", "H", "O", "C", "N", "C", "H", "H", "H", "H", "H", "O", "C", "N", "C", "H", "H", "H", "H", "H", "O", "C", "N", "C", "H", "H", "H", "H", "H", "O", "C", "N", "C", "H", "H", "H", "H", "H", "O", "C", "N", "C", "H", "H", "H", "H", "H", "O", "C", "N", "C", "H", "H", "H", "H", "H", "O", "C", "N", "C", "H", "H", "H", "H", "H", "O", "C", "N", "C", "H", "H", "H", "H", "H"], "positions_angstrom": [[-0.9489, 2.8698, 1.9811], [-1.6309, 2.0212, 0.7725], [-3.5507, 2.6472, 0.6200], [-0.8685, 2.3872, -0.6315], [-2.1294, 2.9089, -2.1155], [0.2187, 1.2885, -1.0865], [1.1829, 2.0997, -2.0848], [2.4659, 1.2470, -2.5929], [3.4700, 0.8281, -1.4178], [3.7409, 1.5896, -0.4385], [4.0436, -0.5050, -1.4849], [0.7918, 0.8973, 0.2181], [0.6301, -0.4727, 0.6672], [0.9125, -0.8837, 1.8217], [-0.0179, -1.3090, -0.5734], [-0.2610, -0.1334, -1.6491], [-1.6637, -0.3320, -2.0519], [-1.6073, -1.4034, -3.0022], [-1.5617, -2.4044, -3.6926], [0.0646, 3.3253, 1.7041], [-0.7563, 2.2119, 2.9173], [-1.6220, 3.7468, 2.3256], [-1.7009, 0.9007, 0.9818], [-0.2756, 3.3583, -0.4053], [0.5809, 2.4486, -3.0122], [1.6030, 3.0590, -1.5866], [2.1705, 0.3045, -3.1971], [3.0568, 1.9359, -3.3099], [5.0146, -0.3390, -1.5613], [-1.0821, -1.6810, -0.3088], [0.7420, -2.0777, -0.9447], [0.3059, -0.5336, -2.5807], [3.9902, -5.4471, 0.6429], [3.5493, -4.6081, 1.4153], [3.3553, -3.3244, 1.0175], [3.1908, -4.9164, 2.8422], [2.9947, -2.6000, 1.6179], [3.5889, -3.0927, 0.0634], [4.0793, -5.2793, 3.3622], [2.4178, -5.6871, 2.8566], [2.8151, -4.0351, 3.3661], [-5.8839, 1.2150, -2.0123], [-6.1582, 1.6497, -3.1182], [-5.4231, 2.6456, -3.6829], [-7.3086, 1.1345, -3.9385], [-5.6127, 3.0340, -4.5914], [-4.6449, 3.0086, -3.1521], [-8.2367, 1.2839, -3.3836], [-7.1625, 0.0694, -4.1274], [-7.3879, 1.6516, -4.8973], [-5.2914, 3.7736, 3.6927], [-5.4748, 2.7116, 4.2658], [-4.7298, 2.3612, 5.3503], [-6.5165, 1.7176, 3.8347], [-4.8461, 1.4974, 5.8528], [-4.0242, 3.0113, 5.6591], [-6.3086, 1.4052, 2.8096], [-7.4996, 2.1891, 3.8811], [-6.5232, 0.8328, 4.4747], [-1.6305, 1.4235, -6.4575], [-1.3336, 0.3447, -6.9483], [-0.8563, 0.2612, -8.2190], [-1.4666, -0.9566, -6.2074], [-0.6000, -0.6039, -8.6639], [-0.7583, 1.1216, -8.7365], [-2.5103, -1.1004, -5.9246], [-0.8471, -0.9204, -5.3132], [-1.1502, -1.8050, -6.8176], [8.8416, -6.7651, -1.6338], [7.8038, -6.3500, -1.1416], [7.1796, -7.0307, -0.1443], [7.1379, -5.0770, -1.5850], [6.3224, -6.7258, 0.2906], [7.6065, -7.8883, 0.1713], [6.8871, -5.1567, -2.6445], [7.8265, -4.2435, -1.4333], [6.2221, -4.8807, -1.0228], [-9.3448, -0.1647, 3.2289], [-10.3829, 0.2360, 3.7276], [-11.0028, -0.4660, 4.7154], [-11.0555, 1.5127, 3.3049], [-11.8593, -0.1745, 5.1555], [-10.5704, -1.3265, 5.0161], [-11.3063, 1.4488, 2.2445], [-10.3714, 2.3472, 3.4695], [-11.9720, 1.6958, 3.8701], [-3.3530, -2.2912, -8.7867], [-3.4428, -3.5083, -8.7926], [-4.0460, -4.1612, -9.8225], [-2.9069, -4.3750, -7.6866], [-4.1431, -5.1614, -9.8702], [-4.4139, -3.6008, -10.5766], [-3.3972, -4.1017, -6.7504], [-1.8310, -4.2135, -7.5968], [-3.0859, -5.4352, -7.8781], [7.3836, -0.4649, 1.9551], [6.9584, 0.6682, 2.1314], [7.6919, 1.5950, 2.8023], [5.6154, 1.1248, 1.6316], [7.3819, 2.5371, 2.9702], [8.6010, 1.3114, 3.1491], [4.8379, 0.5029, 2.0793], [5.5859, 1.0224, 0.5485], [5.4194, 2.1678, 1.8890], [-0.8772, 5.3104, 3.8160], [-1.2999, 5.7705, 4.8636], [-0.6566, 6.7924, 5.4902], [-2.5412, 5.2605, 5.5397], [-0.9680, 7.2030, 6.3543], [0.1798, 7.1519, 5.0551], [-2.4070, 4.2034, 5.7764], [-3.3908, 5.3799, 4.8636], [-2.7519, 5.8018, 6.4648], [10.1380, 0.9014, 4.1871], [10.6685, 0.1952, 5.0298], [11.9936, -0.0976, 4.9632], [9.9193, -0.3994, 6.1891], [12.4730, -0.6743, 5.6338], [12.5176, 0.2903, 4.1931], [9.1208, -1.0381, 5.8068], [9.4891, 0.4068, 6.7862], [10.5701, -0.9990, 6.8290]], "homo_ev": -8.81, "total_charge": 0, "homo_lumo_gap_ev": 9.15}



{"formula": "C31H63FN3O13S4", "method": "ωB97M-V with the def2-TZVPD basis set", "elements": ["C", "C", "O", "N", "H", "H", "C", "H", "H", "H", "H", "H", "H", "C", "C", "O", "N", "H", "H", "C", "H", "H", "H", "H", "H", "H", "C", "C", "O", "N", "H", "H", "C", "H", "H", "H", "H", "H", "H", "O", "H", "O", "H", "F", "C", "C", "C", "C", "C", "C", "H", "H", "H", "H", "H", "C", "C", "C", "S", "O", "O", "C", "H", "H", "H", "H", "H", "H", "H", "H", "C", "C", "C", "S", "O", "O", "C", "H", "H", "H", "H", "H", "H", "H", "H", "C", "C", "C", "S", "O", "O", "C", "H", "H", "H", "H", "H", "H", "H", "H", "C", "C", "C", "S", "O", "O", "C", "H", "H", "H", "H", "H", "H", "H", "H"], "positions_angstrom": [[-0.1536, 1.3701, -0.4304], [0.6634, 0.1551, -0.4544], [1.8114, 0.1681, -0.0134], [0.0624, -1.0139, -1.2004], [-0.8966, -1.1299, -1.1014], [-0.0246, -0.8229, -2.2464], [0.6764, -2.3669, -0.9444], [-0.6276, 1.5351, -1.3644], [0.4314, 2.0491, 0.0636], [-1.0846, 1.1981, 0.0016], [-0.1396, -3.3569, -1.1954], [1.2864, -2.4559, 0.0436], [1.5754, -2.4739, -1.6234], [0.8794, 2.2301, -6.1524], [2.0724, 2.3621, -5.1864], [3.2134, 2.6881, -5.4794], [1.8524, 1.8531, -3.7904], [1.2534, 2.5441, -3.3634], [1.2914, 0.8641, -3.7834], [2.9644, 1.7171, -2.9184], [-0.0346, 2.2131, -5.6554], [1.0044, 1.3881, -6.9024], [1.0314, 3.0201, -6.9164], [3.5564, 2.6351, -3.0394], [3.4344, 1.0091, -3.3984], [2.7394, 1.4531, -1.8904], [-2.8726, -2.8359, -3.4644], [-3.1326, -1.5419, -4.1004], [-3.7616, -1.4379, -5.1994], [-2.5896, -0.2359, -3.4384], [-2.7796, -0.2489, -2.3934], [-1.5146, -0.3919, -3.7334], [-3.1406, 0.9651, -4.0274], [-2.2416, -2.9159, -2.7574], [-2.6656, -3.5569, -4.3874], [-3.8636, -3.2579, -3.1494], [-2.6796, 1.5941, -3.3744], [-4.1966, 0.8441, -3.9694], [-2.8246, 1.1301, -5.0074], [0.0424, -0.0549, -3.7684], [0.1414, -0.4829, -4.6204], [-2.4816, -0.8159, -0.8904], [-3.1716, -0.6299, -0.0624], [-1.4666, -2.0779, 6.6326], [-1.5696, -1.7299, 5.3446], [-1.2456, -0.4219, 4.8516], [-1.3656, -0.2079, 3.4466], [-1.9326, -1.1489, 2.5926], [-2.2996, -2.4399, 3.1166], [-2.1366, -2.6609, 4.4566], [-0.7636, 0.1671, 5.4006], [-1.1806, 0.8351, 3.0476], [-2.0786, -1.1029, 1.5096], [-2.6116, -3.1409, 2.5576], [-2.4076, -3.5289, 4.9496], [-4.5286, 1.8761, -0.0264], [-5.5506, 3.0791, -0.3114], [-6.0006, 3.6441, 0.8596], [-4.5276, 3.6121, 1.9566], [-4.9396, 3.2381, 3.2926], [-3.9486, 4.8891, 1.7606], [-3.6826, 2.2681, 1.1596], [-3.9076, 1.5871, -0.9034], [-5.2066, 1.2271, 0.2656], [-6.5376, 2.8801, -1.0874], [-5.0466, 3.9041, -0.9754], [-6.6956, 2.9581, 1.3406], [-6.1006, 4.6331, 0.8746], [-3.4176, 1.4011, 1.6086], [-2.7386, 2.7831, 0.7056], [7.0004, -0.9059, -1.4694], [6.9944, -1.8149, -2.6974], [6.3514, -3.0729, -2.4734], [4.9824, -2.7119, -1.4744], [4.6324, -3.7849, -0.5524], [4.0354, -2.1359, -2.2874], [5.8014, -1.3519, -0.5734], [6.9754, 0.1831, -1.6524], [7.8194, -1.3139, -0.7274], [8.0164, -2.0479, -3.2634], [6.5114, -1.4429, -3.4604], [6.9634, -3.9929, -1.9884], [5.7134, -3.5819, -3.1744], [6.1714, -1.8649, 0.2726], [5.1774, -0.3279, -0.4864], [-0.2986, 6.3951, 2.7396], [-0.6836, 5.8911, 4.1516], [-0.5776, 4.4461, 4.3516], [0.2754, 4.0301, 2.8996], [-0.1986, 2.8301, 2.3396], [1.7444, 4.1911, 3.1566], [-0.3256, 5.2981, 1.7476], [0.6394, 6.9271, 2.6296], [-0.8506, 7.2421, 2.6036], [-1.6306, 6.4291, 4.4426], [0.0194, 6.4011, 4.7516], [-1.5706, 4.0321, 4.2816], [-0.0336, 3.9631, 5.3176], [-1.2826, 5.2091, 1.3436], [0.3164, 5.1561, 1.0976], [1.2034, -5.0569, 4.4136], [2.3974, -4.9189, 3.5026], [1.9844, -4.7099, 2.1996], [0.9254, -5.9809, 2.0446], [1.7224, -7.2709, 1.9496], [-0.0066, -5.6439, 1.0836], [0.1634, -5.8319, 3.6736], [0.7764, -4.1519, 4.6856], [1.6434, -5.6799, 5.1036], [3.0594, -5.9159, 3.6516], [2.9834, -4.0339, 4.0286], [2.7344, -4.5609, 1.5596], [1.3604, -3.7959, 1.8596], [-0.1006, -6.9469, 3.9146], [-0.7596, -5.2569, 3.3416]], "homo_ev": -10.88, "total_charge": 1, "homo_lumo_gap_ev": 7.98, "de_lowest_kj_mol": 74.59}